Formula: C6H7FS
Source: OMol25
Level of theory: the ωB97M-V functional and the def2-TZVPD basis

Each line ends with the natural charge from an NBO analysis.
CARTESIAN COORDINATES (ANGSTROEM)
1 C -1.069 -0.175 0.498  -0.33
2 C 0.064 -1.265 0.427  -0.50
3 C 1.309 -0.701 -0.151  0.47
4 C 1.642 0.626 -0.407  -0.35
5 C 0.573 1.574 -0.215  -0.20
6 C -0.695 1.203 0.184  -0.22
7 H -2.004 -0.446 -1.594  0.11
8 H -1.586 -0.112 1.478  0.23
9 H 0.284 -1.605 1.445  0.24
10 H -0.199 -2.105 -0.149  0.24
11 H 2.611 0.972 -0.746  0.23
12 H 0.892 2.571 -0.348  0.21
13 H -1.518 1.877 0.317  0.22
14 F 2.249 -1.642 -0.292  -0.33
15 S -2.553 -0.772 -0.448  -0.04

Atoms 1-3, force components in eV/Å:
-0.8948 -1.7403 0.5371
-0.0370 2.3929 1.0470
1.8013 2.9531 -0.2777

Computed properties:
Energy relative to the best compared isomer or geometry (same formula, charge and spin): 103.1 kJ/mol
M: 130.187 g/mol
Orbital gap: 0.31427 Ha
HOMO energy: -8.1 eV
Strongest force on any atom: 0.0744 Eh/bohr
SMILES: FC1=CC=C[C@@H](S)C1
Energy: -730.825372 Eh


Formula: C6H7FeO6
Source: OMol25
Level of theory: the ωB97M-V functional and the def2-TZVPD basis

Each line ends with the natural charge from an NBO analysis.
CARTESIAN COORDINATES (ANGSTROEM)
1 Fe 0.739 0.601 2.124  1.61
2 O 2.307 -0.027 1.244  -0.91
3 O 2.112 -0.387 -0.917  -0.50
4 O 3.628 1.076 -0.214  -0.55
5 C 2.715 0.331 0.064  0.95
6 C 1.481 -1.599 -0.537  -0.12
7 C 0.194 -1.497 0.243  0.06
8 H 1.256 -2.115 -1.477  0.26
9 H 2.153 -2.192 0.099  0.23
10 H -0.304 -2.473 0.227  0.25
11 O -0.458 -0.856 1.552  -0.63
12 O -0.300 0.936 0.135  -0.57
13 C -1.348 1.727 -0.461  -0.10
14 C -2.570 0.843 -0.255  -0.11
15 O -1.993 -0.474 -0.251  -0.45
16 C -0.749 -0.377 0.240  0.69
17 H -1.398 2.681 0.071  0.22
18 H -1.108 1.875 -1.520  0.22
19 H -3.292 0.896 -1.073  0.24
20 H -3.064 1.031 0.707  0.20

Atoms 1-3, force components in eV/Å:
1.6407 -0.0913 -0.8110
-1.3607 0.8104 2.3126
-0.6736 -0.4050 -0.5872

Computed properties:
Energy relative to the best compared isomer or geometry (same formula, charge and spin): 0.0 kJ/mol
Spin multiplicity: 5
⟨S²⟩: 6.01
M: 230.961 g/mol
Orbital gap (spin up / spin down): 0.29302 / 0.28508 Ha
HOMO energy (spin up / spin down): -13.7 / -13.7 eV
Strongest force on any atom: 0.0577 Eh/bohr
Energy: -1947.634404 Eh
Total charge: +1


Formula: C6H7I
Source: OMol25
Level of theory: the ωB97M-V functional and the def2-TZVPD basis

Each line ends with the natural charge from an NBO analysis.
CARTESIAN COORDINATES (ANGSTROEM)
1 C -0.041 0.700 -0.613  -0.12
2 C -0.452 -0.416 -0.437  0.10
3 C 1.163 2.827 -0.518  -0.38
4 C 0.313 1.992 -1.060  -0.14
5 C -0.149 -1.928 1.367  -0.58
6 C -0.762 -1.676 0.008  -0.51
7 I -0.342 2.177 -3.108  0.10
8 H 1.392 3.751 -0.919  0.21
9 H 1.250 2.741 0.603  0.22
10 H 0.925 -1.572 1.616  0.21
11 H -0.060 -2.950 1.454  0.21
12 H -0.797 -1.410 2.116  0.21
13 H -1.774 -1.748 0.209  0.24
14 H -0.666 -2.487 -0.718  0.24

Atoms 1-3, force components in eV/Å:
-0.5760 0.0948 0.1121
1.0727 3.0091 -1.0761
-1.1464 -0.3503 3.1136

Computed properties:
Energy relative to the best compared isomer or geometry (same formula, charge and spin): 192.9 kJ/mol
M: 206.026 g/mol
Orbital gap: 0.34613 Ha
HOMO energy: -9.0 eV
Strongest force on any atom: 0.0656 Eh/bohr
SMILES: C=C(I)C#CCC
Energy: -530.392439 Eh


Formula: C6H7I5
Source: OMol25
Level of theory: the ωB97M-V functional and the def2-TZVPD basis

Each line ends with the natural charge from an NBO analysis.
CARTESIAN COORDINATES (ANGSTROEM)
1 C -0.513 -0.265 0.513  -0.42
2 C 0.552 0.795 0.489  -0.45
3 C -0.597 -1.100 -0.768  -0.46
4 C 1.253 0.634 -0.930  -0.31
5 C 0.149 -0.275 -1.860  -0.27
6 C 0.438 -1.130 -3.088  -0.46
7 I 3.155 -0.354 -0.648  0.10
8 I -1.347 1.111 -2.499  0.16
9 I -0.844 -4.405 -3.235  -0.26
10 I 1.477 -2.894 -2.731  0.57
11 I 1.127 -0.166 -4.863  0.22
12 H -0.535 -0.937 1.447  0.23
13 H -1.453 0.344 0.430  0.22
14 H 0.019 1.756 0.501  0.22
15 H 1.322 0.811 1.264  0.23
16 H -0.072 -2.018 -0.566  0.22
17 H -1.582 -1.326 -1.059  0.24
18 H 1.412 1.629 -1.356  0.23

Atoms 1-3, force components in eV/Å:
-2.6618 -0.5709 1.3109
0.9341 0.2718 -1.8176
2.5968 0.6422 0.5837

Computed properties:
Energy relative to the best compared isomer or geometry (same formula, charge and spin): 172.2 kJ/mol
M: 713.642 g/mol
Orbital gap (spin up / spin down): 0.21540 / 0.25739 Ha
HOMO energy (spin up / spin down): -7.7 / -8.6 eV
Strongest force on any atom: 0.0588 Eh/bohr
Energy: -1721.173465 Eh


Formula: C6H7IN2O2S
Source: OMol25
Level of theory: the ωB97M-V functional and the def2-TZVPD basis

Each line ends with the natural charge from an NBO analysis.
CARTESIAN COORDINATES (ANGSTROEM)
1 C 2.909 -0.499 -0.095  -0.20
2 C 1.784 -1.285 0.139  -0.21
3 C 2.773 0.875 -0.158  -0.21
4 C 0.611 -0.740 0.494  -0.25
5 C 1.568 1.454 -0.060  -0.23
6 C 0.489 0.679 0.426  0.27
7 N -2.779 2.645 0.069  -1.10
8 N -3.528 -0.944 0.954  -1.12
9 O -1.118 1.848 -1.673  -0.89
10 O -0.744 1.220 0.745  -0.68
11 S -1.827 1.598 -0.456  1.94
12 I -3.060 -0.562 -0.863  0.80
13 H 3.939 -0.876 -0.203  0.22
14 H 2.118 -2.328 0.135  0.22
15 H 3.569 1.605 -0.206  0.22
16 H -0.156 -1.374 0.840  0.23
17 H 1.546 2.540 -0.110  0.23
18 H -3.399 2.332 0.927  0.42
19 H -4.504 -0.865 1.184  0.35

Atoms 1-3, force components in eV/Å:
0.9689 0.8551 -0.2872
3.8745 -1.3221 -0.3131
1.4894 -0.3210 -0.1885

Computed properties:
Energy relative to the best compared isomer or geometry (same formula, charge and spin): 350.4 kJ/mol
M: 298.105 g/mol
Orbital gap (spin up / spin down): 0.26698 / 0.26689 Ha
HOMO energy (spin up / spin down): -8.6 / -8.6 eV
Strongest force on any atom: 0.0798 Eh/bohr
Energy: -1188.496374 Eh


Formula: C6H7LiO7Zn
Source: OMol25
Level of theory: the ωB97M-V functional and the def2-TZVPD basis

Each line ends with the natural charge from an NBO analysis.
CARTESIAN COORDINATES (ANGSTROEM)
1 O 1.181 -0.733 -1.121  -0.78
2 C 2.573 -1.113 -1.384  -0.09
3 C 2.281 -0.633 -0.037  -0.07
4 O -0.527 -2.449 1.261  -0.81
5 C -1.533 -1.717 1.526  0.95
6 O -1.492 -0.699 0.487  -0.73
7 O -2.231 -1.549 2.481  -0.49
8 Li 0.881 1.154 -2.015  0.97
9 Zn -0.372 -1.955 -0.695  1.71
10 H 3.064 -0.435 -2.086  0.23
11 H 2.717 -2.181 -1.548  0.25
12 H 2.479 0.413 0.201  0.26
13 H 2.388 -1.344 0.782  0.28
14 O -0.482 1.874 -0.586  -0.60
15 C -0.006 1.910 0.688  0.96
16 C -1.857 1.432 -0.551  -0.12
17 O 1.051 2.357 0.997  -0.52
18 O -0.865 1.289 1.497  -0.44
19 C -1.869 0.623 0.737  0.32
20 H -2.073 0.848 -1.449  0.21
21 H -2.516 2.304 -0.509  0.26
22 H -2.792 0.605 1.323  0.26

Atoms 1-3, force components in eV/Å:
-0.5862 -0.2264 0.5381
0.9252 0.0602 -0.1810
1.1297 0.2902 -0.5553

Computed properties:
Energy relative to the best compared isomer or geometry (same formula, charge and spin): 90.1 kJ/mol
M: 263.446 g/mol
Orbital gap: 0.27778 Ha
HOMO energy: -18.0 eV
Strongest force on any atom: 0.0747 Eh/bohr
Energy: -2545.727164 Eh
Total charge: +2


Formula: C6H7MnN12O3
Source: OMol25
Level of theory: the ωB97M-V functional and the def2-TZVPD basis

Each line ends with the natural charge from an NBO analysis.
CARTESIAN COORDINATES (ANGSTROEM)
1 Mn -0.049 -0.072 0.319  1.38
2 N 2.480 1.653 -1.184  -0.39
3 C 1.468 2.340 -0.662  0.44
4 N 1.305 3.681 -0.746  -0.18
5 N 0.214 3.938 -0.108  0.00
6 N -0.324 2.800 0.390  0.02
7 N 0.458 1.806 0.060  -0.37
8 C 2.604 0.292 -1.029  0.39
9 N 3.622 -0.423 -1.456  -0.23
10 N 3.336 -1.671 -1.081  -0.02
11 N 2.209 -1.712 -0.436  -0.04
12 N 1.717 -0.473 -0.386  -0.39
13 H 3.185 2.144 -1.728  0.48
14 C -1.104 -1.969 3.183  -0.68
15 C 0.005 -0.979 3.179  0.46
16 N 0.486 -0.239 2.174  -0.56
17 C 1.570 0.480 2.677  -0.07
18 C 1.732 0.174 3.978  -0.04
19 N 0.742 -0.740 4.269  -0.48
20 H -1.774 -1.838 2.343  0.27
21 H -1.680 -1.869 4.103  0.25
22 H -0.693 -2.979 3.140  0.26
23 H 2.143 1.161 2.075  0.23
24 H 2.440 0.511 4.712  0.26
25 H 0.586 -1.179 5.163  0.45
26 O -0.911 -0.217 -1.477  -0.44
27 N -1.492 -1.275 -1.020  0.71
28 O -1.704 -2.262 -1.598  -0.19
29 O -1.698 -1.105 0.285  -0.51

Atoms 1-3, force components in eV/Å:
-0.0537 0.3075 0.0384
-0.0472 -0.0690 -0.0225
-0.0408 0.1048 0.0248

Computed properties:
Energy relative to the best compared isomer or geometry (same formula, charge and spin): 43.7 kJ/mol
Spin multiplicity: 4
⟨S²⟩: 3.79
M: 350.141 g/mol
Orbital gap (spin up / spin down): 0.28942 / 0.22779 Ha
HOMO energy (spin up / spin down): -13.6 / -13.7 eV
Strongest force on any atom: 0.0171 Eh/bohr
Energy: -2266.186103 Eh
Total charge: +1


Formula: C6H7N
Source: OMol25
Level of theory: the ωB97M-V functional and the def2-TZVPD basis

Each line ends with the natural charge from an NBO analysis.
CARTESIAN COORDINATES (ANGSTROEM)
1 C -0.339 0.188 -2.014  -0.66
2 C 0.304 -0.540 -0.835  -0.22
3 C 0.987 0.215 0.331  -0.01
4 C 0.454 -0.786 1.382  -0.29
5 C -0.058 0.495 1.867  0.06
6 N -0.752 0.751 0.758  -0.31
7 C -0.644 -0.752 0.298  -0.09
8 H -0.737 -0.560 -2.712  0.22
9 H 0.399 0.768 -2.573  0.21
10 H -1.178 0.869 -1.762  0.20
11 H 1.747 1.004 0.494  0.23
12 H 1.026 -1.604 1.822  0.25
13 H 0.321 1.227 2.582  0.21
14 H -1.606 -1.281 0.325  0.22

Atoms 1-3, force components in eV/Å:
0.3291 -0.0861 -0.1639
0.4799 1.6743 1.1335
1.8630 -2.1798 -3.0229

Computed properties:
Energy relative to the best compared isomer or geometry (same formula, charge and spin): 762.0 kJ/mol
M: 93.129 g/mol
Orbital gap: 0.28312 Ha
HOMO energy: -7.0 eV
Strongest force on any atom: 0.0810 Eh/bohr
Energy: -287.297002 Eh


Formula: C6H7N
Source: OMol25
Level of theory: the ωB97M-V functional and the def2-TZVPD basis

Each line ends with the natural charge from an NBO analysis.
CARTESIAN COORDINATES (ANGSTROEM)
1 N -1.246 2.800 -1.576  -0.32
2 C -0.851 2.021 -0.817  0.29
3 C -0.343 1.023 0.118  -0.33
4 C 0.959 0.276 -0.284  -0.41
5 C 0.717 -2.026 1.126  -0.18
6 C 0.291 -1.004 0.248  -0.28
7 C -1.092 -0.339 0.198  -0.39
8 H -0.246 1.475 1.109  0.25
9 H 1.104 0.269 -1.368  0.23
10 H 1.882 0.589 0.211  0.23
11 H 1.825 -2.038 1.055  0.13
12 H 0.381 -1.998 -0.370  0.32
13 H -1.651 -0.547 -0.718  0.23
14 H -1.730 -0.503 1.068  0.23

Atoms 1-3, force components in eV/Å:
0.3729 -0.7546 0.7240
-0.3319 0.6444 -0.6401
-0.0436 0.1524 0.0267

Computed properties:
Energy relative to the best compared isomer or geometry (same formula, charge and spin): 478.1 kJ/mol
M: 93.129 g/mol
Orbital gap: 0.34074 Ha
HOMO energy: -9.0 eV
Strongest force on any atom: 0.0216 Eh/bohr
Energy: -287.405154 Eh


Formula: C6H7N
Source: OMol25
Level of theory: the ωB97M-V functional and the def2-TZVPD basis

Each line ends with the natural charge from an NBO analysis.
CARTESIAN COORDINATES (ANGSTROEM)
1 C 0.293 2.943 -0.093  -0.11
2 C 0.895 1.896 -0.030  -0.07
3 C 2.323 -0.349 -0.125  0.25
4 C 1.453 -0.520 1.143  -0.48
5 C 1.444 0.692 0.189  -0.04
6 C -2.147 -0.650 -0.304  -0.49
7 N 3.184 -1.031 -0.794  -0.55
8 H -0.356 3.693 -0.024  0.21
9 H 0.391 -1.004 1.202  0.23
10 H 2.078 -0.468 2.038  0.23
11 H -2.795 -0.431 -1.094  0.18
12 H -1.133 -0.713 -0.116  0.16
13 H -2.768 -0.995 0.478  0.15
14 H 3.484 -0.433 -1.523  0.33

Atoms 1-3, force components in eV/Å:
1.7080 -2.4256 -0.0571
-0.4787 0.6443 0.0783
-1.0994 -1.8180 0.5013

Computed properties:
Energy relative to the best compared isomer or geometry (same formula, charge and spin): 807.8 kJ/mol
M: 93.129 g/mol
Orbital gap (spin up / spin down): 0.31386 / 0.27069 Ha
HOMO energy (spin up / spin down): -8.5 / -9.0 eV
Strongest force on any atom: 0.0663 Eh/bohr
Energy: -287.279576 Eh


Formula: C6H7N
Source: OMol25
Level of theory: the ωB97M-V functional and the def2-TZVPD basis

Each line ends with the natural charge from an NBO analysis.
CARTESIAN COORDINATES (ANGSTROEM)
1 N -1.652 -1.199 -3.083  -0.33
2 C -0.958 -0.831 -2.239  0.29
3 C -0.116 -0.321 -1.162  -0.54
4 C -0.487 -0.909 0.211  -0.46
5 C 0.291 -0.315 1.350  0.04
6 C 0.767 0.959 1.420  -0.43
7 C 0.422 1.900 0.394  -0.13
8 H 0.938 -0.514 -1.391  0.24
9 H -1.553 -0.718 0.400  0.25
10 H -0.365 -1.997 0.216  0.23
11 H 0.503 -0.986 2.187  0.21
12 H 1.383 1.221 2.286  0.21
13 H -0.235 0.765 -1.073  0.31
14 H 1.067 2.788 0.482  0.12

Atoms 1-3, force components in eV/Å:
0.3429 0.1185 0.4072
-0.3177 -0.1759 -0.3748
0.0231 -0.2523 -0.0430

Computed properties:
Energy relative to the best compared isomer or geometry (same formula, charge and spin): 470.7 kJ/mol
M: 93.129 g/mol
Orbital gap (spin up / spin down): 0.26672 / 0.27460 Ha
HOMO energy (spin up / spin down): -8.6 / -8.8 eV
Strongest force on any atom: 0.0202 Eh/bohr
Energy: -287.407937 Eh


Formula: C6H7N
Source: OMol25
Level of theory: the ωB97M-V functional and the def2-TZVPD basis

Each line ends with the natural charge from an NBO analysis.
CARTESIAN COORDINATES (ANGSTROEM)
1 C -0.974 -1.716 -0.416  -0.63
2 C -0.173 -0.490 -0.067  0.12
3 C -0.182 0.918 -0.708  -0.26
4 C 1.179 1.204 -0.065  -0.26
5 C -0.086 1.464 0.675  -0.07
6 N -0.101 0.087 1.312  -0.37
7 C 1.154 -0.204 0.554  -0.09
8 H -0.882 -1.974 -1.478  0.22
9 H -2.043 -1.572 -0.214  0.22
10 H -0.650 -2.577 0.172  0.23
11 H -0.739 1.323 -1.544  0.23
12 H 1.978 1.916 -0.237  0.23
13 H -0.437 2.427 1.031  0.21
14 H 1.959 -0.802 0.976  0.22

Atoms 1-3, force components in eV/Å:
0.1073 0.0145 0.0700
-0.1818 -0.2973 -0.1208
-0.2223 0.0553 -0.2850

Computed properties:
Energy relative to the best compared isomer or geometry (same formula, charge and spin): 480.2 kJ/mol
M: 93.129 g/mol
Orbital gap: 0.35803 Ha
HOMO energy: -8.5 eV
Strongest force on any atom: 0.0105 Eh/bohr
SMILES: C[C@@]12[C@@H]3[C@H]4[C@@H]3N1[C@H]42
Energy: -287.404349 Eh


What did the tenth record say?
Formula: C6H7N
Source: OMol25
Level of theory: the ωB97M-V functional and the def2-TZVPD basis

Each line ends with the natural charge from an NBO analysis.
CARTESIAN COORDINATES (ANGSTROEM)
1 C 0.293 2.943 -0.093  -0.11
2 C 0.895 1.896 -0.030  -0.07
3 C 2.323 -0.349 -0.125  0.25
4 C 1.453 -0.520 1.143  -0.48
5 C 1.444 0.692 0.189  -0.04
6 C -2.147 -0.650 -0.304  -0.49
7 N 3.184 -1.031 -0.794  -0.55
8 H -0.356 3.693 -0.024  0.21
9 H 0.391 -1.004 1.202  0.23
10 H 2.078 -0.468 2.038  0.23
11 H -2.795 -0.431 -1.094  0.18
12 H -1.133 -0.713 -0.116  0.16
13 H -2.768 -0.995 0.478  0.15
14 H 3.484 -0.433 -1.523  0.33

Atoms 1-3, force components in eV/Å:
1.7080 -2.4256 -0.0571
-0.4787 0.6443 0.0783
-1.0994 -1.8180 0.5013

Computed properties:
Energy relative to the best compared isomer or geometry (same formula, charge and spin): 807.8 kJ/mol
M: 93.129 g/mol
Orbital gap (spin up / spin down): 0.31386 / 0.27069 Ha
HOMO energy (spin up / spin down): -8.5 / -9.0 eV
Strongest force on any atom: 0.0663 Eh/bohr
Energy: -287.279576 Eh